15
Properties=species:S:1:pos:R:3:forces:R:3:lowdin_charge:R:1 method="wB97M-V/def2-TZVPD" smiles="N[C@@H](C(O)=S)[C@@H]1CS1" total_charge=0 homo_lumo_gap_ha=0.3390 e_above_lowest_kj_mol=111.6
N 0.443117 -1.176025 -0.918658 0.974 0.382 0.351 0.04
C 0.624068 0.058994 -0.158188 -0.017 -0.460 0.106 -0.39
C 0.627515 1.267774 -1.108817 -0.682 -1.539 -0.934 -0.83
O -0.106714 1.005340 -2.243741 1.240 1.079 0.752 -0.03
S 1.461496 2.626478 -0.923368 0.151 0.364 0.255 0.76
C -0.424958 0.237747 0.977583 0.300 -0.616 -0.365 -0.56
C -0.705118 -0.883753 1.894661 -1.036 0.069 0.593 -0.39
S -2.117277 -0.427204 0.768050 0.878 -0.125 0.417 0.80
H 0.299200 -1.977737 -0.316462 -0.083 0.170 -0.097 0.07
H -0.306381 -1.082099 -1.567628 -0.614 -0.119 -0.287 0.05
H 1.650890 0.016597 0.287378 -0.919 0.265 -0.085 0.15
H 0.179942 1.732491 -2.846869 -0.647 -0.529 0.273 0.10
H -0.427663 1.193960 1.436006 0.105 0.838 0.296 0.09
H -0.286506 -1.866695 1.748918 0.158 -0.086 -0.430 0.06
H -0.911611 -0.725869 2.971136 0.192 0.309 -0.844 0.08